Formula: C30H54FeN11S
Source: OMol25
Level of theory: wB97M-V/def2-TZVPD

Structure (XYZ):
```
97
Properties=species:S:1:pos:R:3:mulliken_spin:R:1
Fe -0.041 -0.466 0.030 1.14
C 1.385 1.442 4.684 0.00
N 1.724 0.970 3.351 0.00
C 1.798 2.013 2.358 0.00
C 1.979 -0.325 3.050 0.00
N 1.806 -0.783 1.828 -0.03
C 2.539 -2.000 1.501 0.01
C 1.654 -2.889 0.665 0.01
N 1.119 -2.179 -0.521 0.00
C 2.229 -1.715 -1.395 0.01
C 2.624 -0.279 -1.122 0.00
N 1.461 0.630 -1.159 0.00
C 1.624 1.672 -1.972 0.01
N 2.319 1.566 -3.149 0.00
C 2.176 0.424 -4.028 0.00
C 3.300 2.554 -3.574 0.00
N 1.148 2.905 -1.697 0.00
C 0.845 3.873 -2.747 0.00
C 1.008 3.397 -0.336 0.01
C 0.257 -3.108 -1.271 0.01
C -0.709 -2.291 -2.080 0.02
N -1.404 -1.461 -1.094 -0.03
C -2.722 -1.330 -1.265 0.01
N -3.567 -1.258 -0.218 0.01
C -3.459 -2.151 0.926 0.00
C -4.776 -0.449 -0.245 0.00
N -3.288 -1.334 -2.497 0.00
C -2.652 -0.795 -3.686 0.00
C -4.582 -1.963 -2.747 0.00
N 2.399 -1.068 4.142 0.00
C 2.033 -2.445 4.387 0.00
C 3.555 -0.620 4.906 0.00
H 0.449 2.002 4.635 0.00
H 2.162 2.108 5.067 0.00
H 1.262 0.608 5.365 0.00
H 0.869 2.584 2.345 0.00
H 1.970 1.575 1.382 0.00
H 2.618 2.700 2.599 0.00
H 2.865 -2.575 2.366 0.00
H 3.463 -1.770 0.960 0.00
H 0.801 -3.227 1.258 0.00
H 2.207 -3.777 0.334 0.00
H 1.899 -1.817 -2.427 0.00
H 3.092 -2.377 -1.273 0.00
H 3.413 0.010 -1.816 0.00
H 3.048 -0.194 -0.123 0.00
H 1.339 -0.188 -3.700 0.00
H 3.080 -0.193 -4.060 0.00
H 1.971 0.771 -5.043 0.00
H 3.485 3.267 -2.775 0.00
H 2.983 3.093 -4.470 0.00
H 4.239 2.044 -3.798 0.00
H 0.754 3.372 -3.707 0.00
H 1.610 4.647 -2.822 0.00
H -0.104 4.356 -2.513 0.00
H 0.197 2.906 0.202 0.00
H 0.794 4.462 -0.382 0.00
H 1.939 3.263 0.211 0.00
H -0.312 -3.695 -0.550 0.00
H 0.855 -3.801 -1.872 0.00
H -1.394 -2.956 -2.611 0.00
H -0.193 -1.692 -2.839 0.00
H -2.502 -2.659 0.915 0.00
H -4.264 -2.891 0.877 0.00
H -3.561 -1.596 1.854 0.00
H -4.713 0.295 -1.037 0.00
H -4.863 0.066 0.713 0.00
H -5.676 -1.051 -0.388 0.00
H -1.773 -0.219 -3.421 0.00
H -3.356 -0.138 -4.199 0.00
H -2.359 -1.587 -4.379 0.00
H -4.863 -2.591 -1.907 0.00
H -4.493 -2.594 -3.631 0.00
H -5.368 -1.227 -2.929 0.00
H 1.239 -2.760 3.722 0.00
H 1.682 -2.548 5.417 0.00
H 2.876 -3.132 4.260 0.00
H 3.748 0.434 4.722 0.00
H 4.447 -1.189 4.626 0.00
H 3.384 -0.756 5.975 0.00
S -2.710 0.740 3.330 0.00
C -1.924 -0.691 3.835 -0.01
C -1.063 -1.181 2.895 0.01
C -1.019 -0.378 1.725 -0.14
C -1.869 0.686 1.830 0.03
C -2.048 1.531 0.683 -0.02
C -2.926 2.600 0.546 0.00
C -3.054 3.192 -0.695 0.00
C -2.307 2.701 -1.762 0.00
C -1.416 1.673 -1.531 0.00
N -1.272 1.100 -0.334 -0.03
H -2.146 -1.108 4.805 0.00
H -0.498 -2.084 3.042 0.00
H -3.519 2.927 1.389 0.00
H -3.743 4.013 -0.840 0.00
H -2.407 3.115 -2.756 0.00
H -0.806 1.268 -2.325 0.00
```

Calculated values
- Net charge: +2
- ΔE to the lowest compared entry with this formula, charge and spin: 0.0 kcal/mol
- E_LUMO (spin up / spin down): -5.535 / -5.013 eV
- 2S+1: 2
- Kohn-Sham gap (spin up / spin down): 7.7 / 8.2 eV

---

Formula: C31H28BF7O2S
Source: OMol25
Level of theory: wB97M-V/def2-TZVPD

Structure (XYZ):
```
70
Properties=species:S:1:pos:R:3:mulliken_charge:R:1
C -4.053 4.828 -1.128 -1.31
C -3.118 3.688 -1.245 0.74
C -2.615 3.125 -2.402 -0.94
C -1.717 2.030 -2.167 -1.31
C -1.510 1.818 -0.825 0.64
B -0.468 0.746 -0.137 3.02
C 0.926 1.550 -0.387 -0.28
C 1.369 2.467 0.544 -1.02
C 2.509 3.219 0.287 0.07
C 2.926 4.239 1.311 0.84
F 3.771 5.181 0.803 -0.28
F 1.836 4.900 1.818 -0.26
F 3.563 3.645 2.373 -0.28
C 3.239 3.046 -0.879 -0.94
C 2.799 2.089 -1.782 0.24
C 3.537 1.860 -3.069 0.83
F 3.737 0.517 -3.281 -0.23
F 2.825 2.331 -4.143 -0.28
F 4.758 2.462 -3.103 -0.30
C 1.654 1.331 -1.540 -1.01
O -0.854 0.636 1.233 -1.10
C -2.105 0.019 1.485 -2.14
C -2.697 -0.878 0.343 3.21
C -3.006 -2.224 0.976 -1.89
C -3.954 -0.203 -0.166 -1.93
C -1.803 -1.120 -0.914 -1.65
O -0.569 -0.440 -0.931 -0.42
S -2.391 2.950 0.154 -0.29
H -4.400 5.113 -2.125 0.37
H -4.920 4.566 -0.510 0.27
H -3.545 5.686 -0.672 0.27
H -2.885 3.493 -3.390 0.34
H -1.235 1.469 -2.959 0.51
H 0.799 2.643 1.448 0.55
H 4.128 3.635 -1.075 0.56
H 1.323 0.605 -2.275 0.59
H -1.955 -0.559 2.408 0.51
H -2.819 0.829 1.720 0.49
H -3.361 -2.944 0.231 0.38
H -2.094 -2.626 1.436 0.42
H -3.773 -2.127 1.754 0.39
H -4.435 -0.799 -0.951 0.42
H -4.680 -0.036 0.638 0.38
H -3.689 0.769 -0.591 0.51
H -1.556 -2.188 -1.007 0.28
H -2.357 -0.845 -1.834 0.38
F -0.067 -5.542 3.516 -0.33
C 0.109 -4.183 3.379 0.14
C 0.006 -3.394 4.521 -0.68
C 0.241 -2.020 4.379 -0.55
C 0.471 -1.453 3.139 -0.91
C 0.588 -2.257 1.964 1.13
C 0.968 -1.630 0.743 -0.39
C 1.601 -2.352 -0.329 1.09
C 2.882 -1.918 -0.762 -0.33
C 3.677 -2.730 -1.561 -0.79
C 3.182 -3.936 -2.069 -0.42
C 1.874 -4.327 -1.751 -1.12
C 1.075 -3.530 -0.926 -0.01
C 0.435 -3.671 2.128 -0.20
H -0.206 -3.848 5.484 0.47
H 0.277 -1.392 5.267 0.44
H 0.654 -0.378 3.036 0.46
H 1.207 -0.570 0.842 -0.08
H 3.256 -0.960 -0.389 0.35
H 4.694 -2.417 -1.798 0.44
H 3.796 -4.556 -2.728 0.40
H 1.479 -5.265 -2.141 0.40
H 0.041 -3.814 -0.715 0.54
H 0.622 -4.351 1.300 0.63
```

Calculated values
- Net charge: 0
- ΔE to the lowest compared entry with this formula, charge and spin: 67.1 kcal/mol
- E_LUMO: -3.005 eV
- Kohn-Sham gap: 4.3 eV

---

Formula: C3H7O3
Source: OMol25
Level of theory: wB97M-V/def2-TZVPD

Structure (XYZ):
```
13
Properties=species:S:1:pos:R:3:mulliken_charge:R:1
C -0.965 -1.520 -0.231 -0.54
O 0.319 -1.031 -0.531 -0.25
C 0.817 -0.202 0.467 -0.32
C 1.629 0.903 -0.030 -0.07
O 2.561 0.754 -0.819 -0.47
H -1.280 -2.158 -1.066 0.21
H -0.962 -2.120 0.696 0.26
H -1.690 -0.694 -0.126 0.20
H 1.256 -0.750 1.320 0.34
H 0.312 0.824 1.006 0.26
H 0.746 1.779 -0.370 0.31
O -0.991 2.378 -0.271 -1.04
H -1.752 1.836 -0.045 0.12
```

Calculated values
- Net charge: -1
- ΔE to the lowest compared entry with this formula, charge and spin: 143.9 kcal/mol
- E_LUMO (spin up / spin down): 3.870 / 3.870 eV
- Kohn-Sham gap (spin up / spin down): 6.9 / 6.9 eV

---

Formula: C29H47CoNO4P
Source: OMol25
Level of theory: wB97M-V/def2-TZVPD

Structure (XYZ):
```
83
Properties=species:S:1:pos:R:3:mulliken_charge:R:1
Co 0.270 0.133 -0.155 -0.42
C -5.505 -2.949 1.348 -0.78
O -5.252 -3.064 -0.063 -0.42
C -4.161 -2.505 -0.562 0.59
C -3.995 -2.690 -1.958 -1.08
C -2.914 -2.156 -2.579 -1.19
C -1.930 -1.420 -1.865 -0.01
C -0.820 -0.884 -2.551 0.72
C -0.673 -0.940 -4.033 -1.96
O 0.136 -0.316 -1.926 -0.27
C -2.121 -1.243 -0.473 0.37
O -1.296 -0.522 0.287 0.45
C -3.228 -1.789 0.175 -0.24
H -6.424 -3.494 1.525 0.25
H -5.633 -1.901 1.615 0.34
H -4.688 -3.402 1.910 0.34
H -4.739 -3.262 -2.493 0.50
H -2.794 -2.309 -3.642 0.52
H -1.550 -0.520 -4.528 0.48
H -0.575 -1.977 -4.360 0.43
H 0.215 -0.389 -4.327 0.36
H -3.327 -1.638 1.239 0.51
C 2.336 -5.286 -0.022 -0.74
C 2.740 -4.254 -1.092 -1.00
C 2.090 -2.887 -0.834 -0.31
C 2.029 -2.648 0.684 0.69
C 0.988 -3.608 1.307 -0.64
C 0.965 -4.953 0.558 -0.94
P 1.750 -0.939 1.137 0.10
C 1.376 -0.698 2.889 0.60
C 0.023 -1.192 3.414 -0.11
C -0.247 -0.521 4.773 -0.76
C 1.046 -0.280 5.569 -0.67
C 2.084 -1.348 5.245 -0.89
C 2.526 -1.253 3.772 -0.76
C 3.135 0.156 0.730 0.22
C 3.017 0.662 -0.728 -0.75
C 4.303 1.389 -1.114 -0.99
C 5.486 0.400 -1.151 -0.88
C 5.277 -0.816 -0.237 -0.46
C 4.545 -0.421 1.041 -1.10
H 3.075 -5.303 0.785 0.31
H 2.336 -6.287 -0.449 0.50
H 2.455 -4.601 -2.085 0.50
H 3.825 -4.135 -1.103 0.26
H 1.063 -2.870 -1.215 -0.02
H 2.634 -2.110 -1.366 0.06
H 3.022 -2.847 1.111 1.37
H -0.008 -3.154 1.278 -0.01
H 1.232 -3.766 2.360 0.33
H 0.228 -4.919 -0.249 0.34
H 0.630 -5.733 1.242 0.50
H 1.375 0.396 2.964 0.61
H 0.061 -2.275 3.536 0.59
H -0.784 -0.991 2.708 -0.57
H -0.919 -1.158 5.350 0.47
H -0.773 0.426 4.621 0.18
H 0.829 -0.272 6.636 0.48
H 1.463 0.707 5.342 0.28
H 1.669 -2.339 5.447 0.36
H 2.959 -1.248 5.886 0.49
H 2.837 -2.239 3.416 0.20
H 3.395 -0.597 3.687 0.38
H 2.941 1.021 1.372 0.72
H 2.167 1.356 -0.823 0.31
H 2.837 -0.153 -1.431 0.29
H 4.485 2.189 -0.391 0.38
H 4.183 1.872 -2.083 0.46
H 6.397 0.920 -0.854 0.36
H 5.646 0.063 -2.175 0.37
H 6.240 -1.256 0.019 0.57
H 4.720 -1.601 -0.758 -0.22
H 5.116 0.353 1.559 0.56
H 4.493 -1.258 1.738 0.45
C -0.058 3.665 2.112 -1.38
C -0.411 2.302 1.627 0.79
N -1.529 1.734 2.020 -0.05
O 0.386 1.731 0.818 -0.73
H -0.603 3.934 3.014 0.46
H -0.300 4.386 1.330 0.35
H 1.014 3.714 2.290 0.34
H -2.145 2.223 2.649 0.26
H -1.803 0.832 1.643 -0.01
```

Calculated values
- Net charge: +2
- E_LUMO (spin up / spin down): -7.194 / -7.445 eV
- Kohn-Sham gap (spin up / spin down): 7.1 / 6.8 eV

---

Formula: C22H41N4O13Ti
Source: OMol25
Level of theory: wB97M-V/def2-TZVPD

Structure (XYZ):
```
81
Properties=species:S:1:pos:R:3:mulliken_spin:R:1
Ti 20.912 23.933 -12.493 2.77
C 16.707 26.037 -13.286 0.01
C 17.479 25.068 -12.385 0.01
O 18.808 24.777 -12.708 -0.05
H 16.538 25.589 -14.266 0.00
H 17.344 26.893 -13.509 0.00
H 15.801 26.415 -12.813 0.00
H 16.944 24.119 -12.365 0.01
H 17.280 25.372 -11.357 0.01
C 14.423 24.592 -9.962 0.00
O 13.074 25.040 -9.752 0.00
C 12.167 24.180 -9.374 0.00
O 12.370 23.004 -9.132 0.00
O 11.033 24.887 -9.251 0.00
C 9.844 24.150 -8.897 0.00
H 14.351 23.753 -10.655 0.00
H 14.835 24.286 -9.001 0.00
H 15.005 25.403 -10.400 0.00
H 9.883 23.807 -7.863 0.00
H 9.792 23.258 -9.521 0.00
H 8.840 24.562 -9.004 0.00
C 22.008 19.634 -11.485 0.00
O 20.655 19.880 -10.917 0.01
C 20.175 21.111 -10.780 0.04
O 20.642 22.092 -11.281 0.00
O 19.140 20.993 -9.854 0.00
C 18.252 22.197 -9.858 0.01
H 21.946 19.908 -12.538 0.01
H 22.178 18.558 -11.433 0.00
H 22.860 20.164 -11.061 0.00
H 17.663 22.056 -10.764 0.00
H 18.675 23.198 -9.948 0.00
H 17.572 22.227 -9.007 0.00
C 13.288 32.753 -10.644 0.00
O 13.084 31.544 -11.395 0.00
C 13.229 30.382 -10.720 0.00
O 13.643 30.310 -9.565 0.00
O 12.872 29.413 -11.499 0.00
C 13.458 28.136 -11.265 0.00
H 12.626 32.801 -9.779 0.00
H 13.337 33.609 -11.317 0.00
H 14.246 32.803 -10.128 0.00
H 13.087 27.441 -12.018 0.00
H 13.172 27.738 -10.292 0.00
H 14.546 28.128 -11.330 0.00
C 24.862 25.951 -14.439 0.01
O 23.873 26.906 -14.104 -0.01
C 22.533 26.517 -14.125 0.02
O 22.146 25.358 -14.300 0.00
O 21.735 27.598 -13.991 0.00
C 20.327 27.441 -13.963 0.04
H 24.559 25.401 -15.330 0.00
H 25.147 25.226 -13.677 0.01
H 25.693 26.614 -14.680 0.00
H 20.034 27.294 -12.924 0.00
H 19.871 26.696 -14.615 0.00
H 19.916 28.376 -14.344 0.00
C 14.663 28.100 -16.275 0.00
C 14.886 28.660 -14.910 0.00
N 15.048 29.065 -13.887 0.00
H 15.357 27.319 -16.586 0.00
H 14.843 28.928 -16.961 0.00
H 13.649 27.715 -16.380 0.00
C 19.201 27.000 -9.662 0.00
C 20.330 26.222 -10.211 0.03
N 21.216 25.641 -10.664 0.00
H 19.594 27.924 -9.238 0.00
H 18.654 26.361 -8.969 0.00
H 18.542 27.335 -10.462 0.00
C 19.000 23.980 -15.982 0.00
C 20.017 23.243 -15.217 0.04
N 20.794 22.691 -14.576 0.03
H 19.506 24.166 -16.929 0.00
H 18.739 24.872 -15.413 0.00
H 18.193 23.348 -16.351 0.01
C 15.324 23.783 -15.705 0.00
C 14.050 24.398 -15.288 0.00
N 13.018 24.759 -15.014 0.00
H 15.931 24.433 -16.336 0.00
H 14.995 22.971 -16.353 0.00
H 15.895 23.350 -14.884 0.00
```

Calculated values
- Net charge: 0
- E_LUMO (spin up / spin down): 0.212 / 0.195 eV
- 2S+1: 4
- Kohn-Sham gap (spin up / spin down): 4.0 / 7.9 eV

---

Formula: C24H25Cl3F5GeN3NaOS
Source: OMol25
Level of theory: wB97M-V/def2-TZVPD

Structure (XYZ):
```
64
Properties=species:S:1:pos:R:3:mulliken_spin:R:1
Na 0.421 -1.631 -0.186 0.02
C 2.715 -3.219 1.317 0.01
C 3.134 -1.756 1.099 -0.01
N 2.094 -0.797 1.462 0.00
C 1.604 -0.859 2.836 0.00
C 0.083 -0.679 2.911 0.00
N -0.653 -1.490 1.949 0.00
C -0.821 -2.913 2.250 0.02
C 0.446 -3.770 2.153 0.00
N 1.314 -3.507 0.989 0.00
H 2.930 -3.509 2.350 0.00
H 3.369 -3.832 0.694 0.00
H 3.355 -1.597 0.039 0.00
H 4.076 -1.600 1.645 0.00
H 2.394 0.140 1.232 0.00
H 2.065 -0.096 3.474 0.00
H 1.882 -1.818 3.268 0.00
H -0.150 0.367 2.691 0.00
H -0.232 -0.868 3.949 0.00
H -1.576 -1.094 1.819 0.00
H -1.562 -3.292 1.544 -0.01
H -1.231 -3.074 3.259 0.00
H 0.107 -4.809 2.123 -0.01
H 1.029 -3.667 3.070 0.00
H 1.267 -4.327 0.392 -0.02
F -0.383 -2.044 -3.652 0.00
C -1.389 -1.444 -2.994 0.00
C -1.806 -1.941 -1.774 0.34
C -2.765 -1.204 -1.109 -0.03
F -3.171 -1.552 0.130 -0.01
C -3.324 -0.054 -1.639 0.00
F -4.235 0.658 -0.961 0.01
C -2.916 0.378 -2.888 -0.01
F -3.443 1.482 -3.413 0.00
C -1.929 -0.310 -3.569 0.00
F -1.495 0.155 -4.745 0.00
Cl -3.168 -4.607 -0.285 0.04
Ge -1.356 -4.093 -1.426 0.40
Cl 0.003 -5.952 -0.782 0.21
Cl -1.916 -4.743 -3.439 0.04
O 0.424 0.386 -1.099 0.00
S -0.326 1.391 -0.287 0.00
C 0.924 2.445 0.457 0.00
C 2.206 2.442 -0.068 0.00
C 3.178 3.235 0.524 0.00
C 2.861 4.017 1.628 0.00
C 1.574 4.005 2.148 0.00
C 0.597 3.211 1.566 0.00
C -0.983 2.594 -1.440 0.00
C -0.432 2.703 -2.705 0.00
C -0.946 3.651 -3.575 0.00
C -1.990 4.474 -3.173 0.00
C -2.543 4.341 -1.907 0.00
C -2.045 3.386 -1.033 0.00
H 2.427 1.815 -0.924 0.00
H 4.184 3.246 0.124 0.00
H 3.622 4.633 2.089 0.00
H 1.333 4.609 3.013 0.00
H -0.408 3.186 1.970 0.00
H 0.368 2.035 -3.002 0.00
H -0.537 3.740 -4.573 0.00
H -2.389 5.210 -3.859 0.00
H -3.374 4.964 -1.607 0.00
H -2.488 3.249 -0.053 0.00
```

Calculated values
- Net charge: 0
- ΔE to the lowest compared entry with this formula, charge and spin: 0.0 kcal/mol
- E_LUMO (spin up / spin down): -0.173 / -0.437 eV
- 2S+1: 2
- Kohn-Sham gap (spin up / spin down): 6.4 / 8.8 eV